Entry 1:
This record from the Open Molecules 2025 dataset describes a structure of composition C26H39BBrCl2FN3O5 in a non-equilibrium geometry. The level of theory is the ωB97M-V functional and the def2-TZVPD basis.

```
78
C26H39BBrCl2FN3O5 | the Open Molecules 2025 dataset | the ωB97M-V functional and the def2-TZVPD basis
C 0.943 3.957 2.198
C 1.234 4.120 0.661
C 1.909 2.851 -0.028
O 1.327 1.627 0.318
C 1.525 0.378 -0.312
C 2.516 0.546 -1.500
C 4.022 0.916 -1.160
F 4.925 -0.048 -1.645
C 1.909 -0.610 0.941
Br 3.563 -1.750 0.647
C 2.475 0.006 2.276
Cl 3.220 1.614 2.524
C 2.584 -0.712 3.439
C 3.188 -0.114 4.763
Cl 2.139 -2.413 3.643
C 0.511 -1.409 1.035
C 0.475 -2.975 0.994
N -0.271 -3.635 2.114
N -0.655 -0.612 0.431
C -1.852 -1.493 0.415
C -3.285 -0.883 0.245
O -4.103 -0.962 1.135
N -3.827 -0.330 -1.004
C -4.613 -1.428 -1.681
C -4.773 0.785 -0.676
B -1.244 0.434 1.412
C -1.773 1.886 1.041
O -1.449 0.151 2.785
C 0.065 -0.111 -0.824
C -0.606 0.856 -1.877
C -0.424 2.381 -1.991
O -1.075 3.259 -1.488
O 0.459 2.911 -2.978
C 0.062 -1.399 -1.792
C -1.125 -1.758 -2.614
C -1.179 -2.874 -3.512
C -0.044 -3.761 -3.700
C 1.141 -3.440 -2.946
C 1.150 -2.308 -2.042
H 0.138 4.694 2.466
H 1.840 4.276 2.788
H 0.604 2.923 2.435
H 0.334 4.477 0.108
H 2.004 4.934 0.548
H 1.933 3.157 -1.115
H 2.997 2.957 0.260
H 2.174 1.352 -2.208
H 2.651 -0.323 -2.184
H 4.287 1.933 -1.548
H 4.168 0.963 -0.050
H 2.536 0.777 4.990
H 3.081 -0.802 5.628
H 4.222 0.274 4.618
H 0.370 -1.273 2.150
H 1.472 -3.476 1.013
H -0.014 -3.402 0.074
H 0.304 -4.359 2.533
H -0.627 -2.971 2.795
H -1.851 -2.410 -0.215
H -1.940 -1.911 1.459
H -4.438 -2.425 -1.204
H -4.232 -1.523 -2.737
H -5.696 -1.189 -1.768
H -4.402 1.408 0.178
H -4.828 1.456 -1.571
H -5.783 0.418 -0.361
H -2.538 2.281 1.766
H -2.345 1.786 0.073
H -0.994 2.672 0.954
H -2.416 0.076 2.909
H -1.721 0.705 -1.816
H -0.219 0.556 -2.889
H -0.089 3.394 -3.622
H -2.059 -1.146 -2.591
H -2.102 -3.081 -4.106
H -0.038 -4.622 -4.398
H 2.049 -4.074 -3.074
H 2.121 -2.139 -1.535
```

- net charge = +1
- lowest unoccupied orbital energy (eV) = -3.054
- M (g/mol) = 654.23
- frontier orbital gap (eV) = 8.606
- multiplicity = 1
- E_tot (eV) = -140771.905

Entry 2:
This record from the Open Molecules 2025 dataset describes a cluster of 2 separate species, CH6P2 in total in a non-equilibrium geometry. The level of theory is the ωB97M-V functional and the def2-TZVPD basis.

```
9
CH6P2 | the Open Molecules 2025 dataset | the ωB97M-V functional and the def2-TZVPD basis
C -1.294 0.434 -0.188
P 1.633 0.223 0.201
P -0.123 -1.035 -0.090
H -1.126 0.884 -1.300
H -1.041 1.107 0.586
H -2.366 0.102 0.034
H 2.629 -0.874 -0.297
H 1.269 0.779 -1.051
H 0.418 -1.620 2.105
```

- energy relative to the best compared isomer or geometry (same formula, charge and spin) (kJ/mol) = 60.1
- lowest unoccupied orbital energy (spin up / spin down) (eV) = 0.961 / -1.849
- M (g/mol) = 80.01
- frontier orbital gap (spin up / spin down) (eV) = 8.105 / 7.479
- multiplicity = 3
- E_tot (eV) = -19706.428

Entry 3:
This record from the Open Molecules 2025 dataset describes a structure of composition C38H48N7P2RhS2 in a non-equilibrium geometry. The level of theory is the ωB97M-V functional and the def2-TZVPD basis.

```
98
C38H48N7P2RhS2 | the Open Molecules 2025 dataset | the ωB97M-V functional and the def2-TZVPD basis
Rh -0.656 -0.416 0.995
C -4.980 0.026 -0.860
C -3.473 0.005 -0.792
N -2.879 -0.307 0.347
N -3.684 -0.561 1.396
C -3.215 -1.103 2.473
N -4.042 -1.270 3.528
S -1.586 -1.730 2.668
C -2.731 0.339 -1.969
C -3.388 0.702 -3.132
C -2.794 0.967 -4.364
C -1.527 0.611 -4.815
C -0.567 -0.198 -4.213
N -1.299 0.374 -1.991
H -5.388 -0.478 0.005
H -5.344 -0.461 -1.761
H -5.343 1.056 -0.860
H -5.025 -1.086 3.408
H -3.756 -1.850 4.297
H -4.460 0.828 -3.085
H -3.431 1.436 -5.103
H -1.315 0.887 -5.844
H 0.529 -0.006 -5.880
C -1.803 -3.264 -0.809
P -0.359 -2.192 -0.491
C -0.027 -1.706 -2.268
N 0.634 -2.666 -2.899
C 1.347 -2.624 -4.043
C 2.137 -3.764 -4.327
C 3.081 -3.760 -5.320
C 3.266 -2.613 -6.102
C 2.437 -1.527 -5.931
C 1.445 -1.523 -4.948
N 0.514 -0.510 -5.005
C -0.608 -0.565 -2.810
P -0.456 1.083 -0.701
C -1.465 2.578 -0.433
C 1.192 1.737 -1.304
C 2.199 0.582 -1.378
C 1.089 2.463 -2.641
C 1.655 2.698 -0.197
C 0.983 -3.366 0.173
C 2.031 -2.485 0.867
C 0.301 -4.285 1.196
C 1.686 -4.275 -0.831
H -1.478 -4.153 -1.350
H -2.528 -2.724 -1.418
H -2.270 -3.554 0.132
H 1.995 -4.632 -3.700
H 3.695 -4.634 -5.491
H 4.040 -2.583 -6.855
H 2.531 -0.664 -6.581
H -1.690 3.031 -1.398
H -0.943 3.301 0.190
H -2.393 2.303 0.064
H 2.005 -0.077 -2.224
H 2.171 -0.006 -0.457
H 3.207 0.986 -1.490
H 0.675 1.826 -3.418
H 2.092 2.764 -2.953
H 0.477 3.363 -2.570
H 1.561 2.238 0.791
H 1.103 3.637 -0.208
H 2.709 2.939 -0.341
H 1.557 -1.795 1.576
H 2.604 -1.907 0.140
H 2.731 -3.112 1.422
H -0.392 -3.763 1.849
H 1.065 -4.733 1.832
H -0.237 -5.093 0.701
H 2.367 -3.721 -1.470
H 0.981 -4.816 -1.458
H 2.271 -5.006 -0.265
N -0.489 1.167 2.304
S 0.345 0.949 3.675
C 1.839 1.940 3.506
C 1.828 3.323 3.610
C 3.004 4.017 3.371
C 4.165 3.334 3.031
C 4.159 1.951 2.916
C 2.988 1.246 3.155
C -0.556 1.849 4.941
C 0.078 2.109 6.150
C -0.631 2.757 7.148
C -1.955 3.123 6.935
C -2.579 2.834 5.731
C -1.882 2.181 4.723
H -0.668 2.146 2.113
H 0.925 3.858 3.875
H 3.013 5.096 3.458
H 5.081 3.883 2.864
H 5.061 1.417 2.650
H 2.965 0.164 3.074
H 1.110 1.820 6.304
H -0.149 2.973 8.092
H -2.503 3.629 7.718
H -3.613 3.108 5.575
H -2.364 1.930 3.787
```

- net charge = +2
- energy relative to the best compared isomer or geometry (same formula, charge and spin) (kJ/mol) = 111.0
- lowest unoccupied orbital energy (spin up / spin down) (eV) = -5.406 / -8.144
- M (g/mol) = 831.84
- frontier orbital gap (spin up / spin down) (eV) = 6.084 / 4.709
- multiplicity = 5
- E_tot (eV) = -93857.169

Entry 4:
This record from the Open Molecules 2025 dataset describes a cluster of 2 separate species, C2H5S in total in a non-equilibrium geometry. The level of theory is the ωB97M-V functional and the def2-TZVPD basis.

```
8
C2H5S | the Open Molecules 2025 dataset | the ωB97M-V functional and the def2-TZVPD basis
S 1.056 -0.804 1.374
H 1.286 -0.581 0.034
C -1.064 0.211 -1.606
C -1.261 1.483 -1.187
H -0.797 -0.397 -0.794
H -1.021 -0.368 -2.537
H -0.697 2.291 -1.745
H -1.712 1.746 -0.181
```

- net charge = -2
- energy relative to the best compared isomer or geometry (same formula, charge and spin) (kJ/mol) = 147.5
- lowest unoccupied orbital energy (spin up / spin down) (eV) = 7.354 / 7.201
- M (g/mol) = 61.13
- frontier orbital gap (spin up / spin down) (eV) = 3.084 / 6.684
- multiplicity = 2
- E_tot (eV) = -12984.489

Entry 5:
This record from the Open Molecules 2025 dataset describes the ion C6H7BrNO2 with charge +1 in a non-equilibrium geometry. The level of theory is the ωB97M-V functional and the def2-TZVPD basis.

```
17
C6H7BrNO2 | the Open Molecules 2025 dataset | the ωB97M-V functional and the def2-TZVPD basis
O -1.300 2.533 0.426
C -1.575 1.345 -0.013
O -2.642 1.158 -0.777
C -0.683 0.319 -0.065
C -1.018 -0.860 -0.747
C -0.124 -1.918 -0.892
C 1.038 -1.697 -0.205
N 1.825 -1.381 0.626
C 2.842 -0.552 1.053
Br 2.911 0.930 -0.198
H -2.022 3.143 0.617
H -3.355 1.947 -0.776
H 0.336 0.298 0.465
H -1.956 -0.991 -1.220
H -0.329 -2.755 -1.520
H 3.729 -1.202 1.171
H 2.322 -0.314 2.054
```

- net charge = +1
- SMILES = OC(O)=C/C=C\C#[N+]CBr
- energy relative to the best compared isomer or geometry (same formula, charge and spin) (kJ/mol) = 23.9
- lowest unoccupied orbital energy (eV) = -4.672
- M (g/mol) = 205.03
- frontier orbital gap (eV) = 7.945
- multiplicity = 1
- E_tot (eV) = -81953.295

Entry 6:
This record from the Open Molecules 2025 dataset describes a cluster of 2 separate species, C2H9NO in total in a non-equilibrium geometry. The level of theory is the ωB97M-V functional and the def2-TZVPD basis.

```
13
C2H9NO | the Open Molecules 2025 dataset | the ωB97M-V functional and the def2-TZVPD basis
C -2.963 -0.960 1.658
H -2.092 -0.316 1.582
H -2.796 -1.978 1.997
H -3.755 -0.590 2.315
H -3.439 -0.918 0.672
N 2.404 1.287 -1.553
C 1.392 0.398 -1.029
O 1.887 -0.418 -0.008
H 3.302 0.924 -1.196
H 2.490 1.455 -2.564
H 1.031 -0.213 -1.872
H 0.552 1.033 -0.661
H 1.985 0.295 0.658
```

- net charge = +1
- energy relative to the best compared isomer or geometry (same formula, charge and spin) (kJ/mol) = 106.7
- lowest unoccupied orbital energy (spin up / spin down) (eV) = -4.027 / -9.738
- M (g/mol) = 63.10
- frontier orbital gap (spin up / spin down) (eV) = 11.143 / 5.432
- multiplicity = 2
- E_tot (eV) = -5747.175

Entry 7:
This record from the Open Molecules 2025 dataset describes an isolated molecule of C4H5NO2. The level of theory is the ωB97M-V functional and the def2-TZVPD basis.

```
12
C4H5NO2 | the Open Molecules 2025 dataset | the ωB97M-V functional and the def2-TZVPD basis
O -1.798 2.132 0.604
C -1.650 1.499 -0.404
C -0.724 0.284 -0.516
O -0.946 -0.542 -1.373
N 0.328 0.263 0.429
C 1.516 -0.456 -0.064
C 0.652 -1.089 0.936
H -2.208 1.706 -1.335
H 2.451 0.010 0.229
H 1.450 -0.822 -1.084
H -0.011 -1.880 0.593
H 0.941 -1.103 1.984
```

- SMILES = O=CC(=O)N1CC1
- energy relative to the best compared isomer or geometry (same formula, charge and spin) (kJ/mol) = 214.1
- lowest unoccupied orbital energy (eV) = -0.401
- M (g/mol) = 99.09
- frontier orbital gap (eV) = 9.662
- multiplicity = 1
- E_tot (eV) = -9812.095

Entry 8:
This record from the Open Molecules 2025 dataset describes a structure of composition C16H53BN3O11Zr in a non-equilibrium geometry. The level of theory is the ωB97M-V functional and the def2-TZVPD basis.

```
85
C16H53BN3O11Zr | the Open Molecules 2025 dataset | the ωB97M-V functional and the def2-TZVPD basis
Zr 29.243 -0.305 -4.594
B 27.775 -3.114 -5.907
H 28.463 -2.571 -6.536
H 27.008 -2.404 -5.641
H 27.406 -4.064 -6.261
H 28.305 -3.280 -4.982
O 29.694 2.220 -1.846
C 28.676 2.443 -0.810
C 27.677 1.263 -0.341
O 27.516 0.427 -1.461
H 28.142 3.376 -0.989
H 29.315 2.649 0.049
H 26.689 1.486 0.062
H 28.195 0.730 0.456
O 31.280 0.966 -7.311
C 30.758 1.528 -8.508
C 29.254 2.250 -8.515
O 28.507 1.892 -7.294
H 30.817 0.801 -9.318
H 31.415 2.318 -8.873
H 28.729 1.935 -9.416
H 29.462 3.320 -8.509
C 21.500 -6.776 -6.901
C 20.527 -5.893 -7.700
C 19.050 -6.550 -7.889
O 19.329 -7.801 -8.460
C 18.110 -8.503 -8.828
N 20.434 -4.556 -7.118
H 22.442 -6.404 -7.303
H 21.432 -7.846 -7.097
H 21.530 -6.658 -5.818
H 20.890 -5.700 -8.710
H 18.427 -5.940 -8.544
H 18.455 -6.596 -6.977
H 17.654 -9.009 -7.976
H 18.260 -9.290 -9.567
H 17.444 -7.851 -9.393
H 19.620 -4.108 -7.512
H 20.262 -4.512 -6.124
C 27.997 -8.891 -1.198
C 27.025 -7.847 -1.747
C 26.795 -6.626 -0.917
O 25.992 -7.047 0.092
C 25.089 -6.109 0.652
N 27.686 -7.343 -2.975
H 28.943 -8.371 -1.048
H 28.107 -9.694 -1.926
H 27.555 -9.109 -0.226
H 26.063 -8.253 -2.060
H 26.190 -5.935 -1.504
H 27.747 -6.159 -0.663
H 25.648 -5.317 1.150
H 24.558 -6.669 1.422
H 24.415 -5.676 -0.087
H 27.721 -8.079 -3.665
H 27.301 -6.479 -3.329
C 32.444 -4.671 -10.934
C 32.714 -6.164 -11.136
C 33.596 -6.492 -12.363
O 34.920 -5.940 -12.285
C 35.279 -4.874 -13.299
N 33.321 -6.627 -9.912
H 32.072 -4.182 -11.834
H 33.173 -3.979 -10.512
H 31.701 -4.584 -10.141
H 31.800 -6.705 -11.383
H 33.115 -6.184 -13.291
H 33.574 -7.568 -12.538
H 36.336 -5.034 -13.509
H 35.182 -3.890 -12.840
H 34.697 -4.792 -14.217
H 33.256 -7.627 -10.038
H 34.254 -6.303 -10.125
O 26.638 -7.028 -9.681
H 26.589 -6.548 -8.855
H 27.284 -6.548 -10.199
O 23.114 -0.724 -2.630
H 23.874 -0.527 -2.082
H 23.487 -1.025 -3.459
O 32.324 -4.544 -6.118
H 32.371 -5.419 -6.504
H 32.916 -4.014 -6.651
O 31.758 -2.097 -2.580
H 32.318 -1.873 -1.837
H 32.171 -2.870 -2.967
```

- net charge = -1
- lowest unoccupied orbital energy (eV) = -1.301
- M (g/mol) = 565.65
- frontier orbital gap (eV) = 2.612
- multiplicity = 1
- E_tot (eV) = -46378.375

Entry 9:
This record from the Open Molecules 2025 dataset describes a structure of composition CLiMgO2 in a non-equilibrium geometry. The level of theory is the ωB97M-V functional and the def2-TZVPD basis.

```
5
CLiMgO2 | the Open Molecules 2025 dataset | the ωB97M-V functional and the def2-TZVPD basis
O -2.253 0.463 -0.033
C -1.090 -0.018 0.012
O 0.107 -0.585 0.152
Mg 2.269 -0.861 0.372
Li 0.966 1.001 -0.503
```

- net charge = +1
- lowest unoccupied orbital energy (eV) = -5.767
- M (g/mol) = 75.25
- frontier orbital gap (eV) = 5.838
- multiplicity = 1
- E_tot (eV) = -10772.958